Computed, not measured: 12 unconnected molecules or ions with the total composition C13H50N8O12, with ωB97M-V with the def2-TZVPD basis set.

structure (SMILES): NC(N)=O.NC(N)=O.NC(N)=O.NC(N)=O.CCO.CO.CO.CO.CO.CO.CO.CO
HOMO energy: -8.7601 eV
ΔE to the lowest compared entry with this formula, charge and spin: 263.3 kcal/mol
multiplicity: 1
gap between HOMO and LUMO: 8.76 eV
lowest unoccupied orbital energy: 0.00 eV

Each atom is followed by the atoms it is bonded to, with distances in Å.
Atoms and positions in Å:
1 C 3.4637 -2.8740 0.9122  C2 1.503, H4 1.090, H5 1.119, H6 1.049
2 C 2.5553 -3.6187 -0.0251  C1 1.503, O3 1.460, H7 1.123, H8 1.074
3 O 1.2157 -3.3633 0.4972  C2 1.460, H9 0.976
4 H 4.3803 -2.6426 0.3694  C1 1.090
5 H 3.8892 -3.2743 1.8669  C1 1.119
6 H 3.0521 -1.9290 1.1057  C1 1.049
7 H 2.8435 -4.6842 -0.2330  C2 1.123
8 H 2.4141 -3.2035 -1.0051  C2 1.074
9 H 1.1673 -2.3944 0.6075  O3 0.976
10 C -0.7168 -0.4236 1.2586  O11 1.443, N12 1.271, N13 1.316
11 O -1.0823 -0.5832 2.6454  C10 1.443
12 N 0.5112 -0.4068 0.9331  C10 1.271, H14 1.017, H15 1.025
13 N -1.5254 -0.4817 0.2214  C10 1.316, H16 1.009, H17 1.020
14 H 1.1788 -0.5053 1.6945  N12 1.017
15 H 0.8683 -0.6788 0.0113  N12 1.025
16 H -2.4894 -0.3775 0.4995  N13 1.009
17 H -1.3456 -0.2251 -0.7490  N13 1.020
18 C 1.1767 2.4714 -0.9952  O19 1.414, N20 1.276, N21 1.252
19 O 0.3988 1.7471 -1.9276  C18 1.414
20 N 1.2117 2.2729 0.2644  C18 1.276, H22 1.028, H23 1.016
21 N 1.8015 3.5294 -1.2357  C18 1.252, H24 1.036, H25 1.062
22 H 0.8413 1.3848 0.6261  N20 1.028
23 H 1.9017 2.7682 0.8227  N20 1.016
24 H 1.4723 4.0207 -2.0862  N21 1.036
25 H 2.3717 4.1804 -0.6209  N21 1.062
26 C 3.6301 0.6141 3.1792  O27 1.388, N28 1.255, N29 1.322
27 O 2.6615 -0.1184 2.5067  C26 1.388
28 N 3.3773 1.6038 3.9079  C26 1.255, H30 0.990, H31 1.065
29 N 4.8325 0.7795 2.6546  C26 1.322, H32 1.001, H33 1.005
30 H 2.4993 1.5214 4.3570  N28 0.990
31 H 3.9804 2.3838 4.3116  N28 1.065
32 H 5.1873 0.1024 2.0084  N29 1.001
33 H 5.5529 1.1516 3.2492  N29 1.005
34 C 0.9932 -1.7439 -3.2142  O35 1.371, N36 1.302, N37 1.302
35 O 0.6864 -1.3267 -1.9444  C34 1.371
36 N 1.1489 -2.9969 -3.5301  C34 1.302, H38 1.057, H39 0.950
37 N 1.2775 -0.9677 -4.2204  C34 1.302, H40 1.087, H41 1.028
38 H 1.0052 -3.7123 -2.7653  N36 1.057
39 H 1.4525 -3.3204 -4.3699  N36 0.950
40 H 1.2239 0.0782 -3.9286  N37 1.087
41 H 2.1057 -1.0413 -4.8255  N37 1.028
42 C -5.2859 1.7850 -2.5163  O43 1.388, H44 1.109, H45 1.111, H46 1.135
43 O -4.9783 2.0234 -1.1840  C42 1.388, H47 0.922
44 H -4.3613 1.8894 -3.1200  C42 1.109
45 H -5.8870 2.6102 -2.9540  C42 1.111
46 H -5.7062 0.7515 -2.7239  C42 1.135
47 H -4.3670 1.3982 -0.8929  O43 0.922
48 C 3.5306 0.3024 -0.6920  O49 1.380, H50 1.142, H51 1.101, H52 1.075
49 O 4.0457 1.2731 -1.5268  C48 1.380, H53 0.973
50 H 2.4213 0.0996 -0.8740  C48 1.142
51 H 3.7552 0.5635 0.3540  C48 1.101
52 H 3.9218 -0.6540 -0.9896  C48 1.075
53 H 3.4772 2.0425 -1.3507  O49 0.973
54 C -0.2632 2.4265 3.5252  O55 1.442, H56 1.010, H57 1.067, H58 1.043
55 O 0.6813 1.7276 4.3605  C54 1.442, H59 1.000
56 H -1.0008 1.8902 3.0902  C54 1.010
57 H 0.2826 2.7438 2.6645  C54 1.067
58 H -0.5732 3.3404 3.9212  C54 1.043
59 H 0.5850 0.7702 4.0871  O55 1.000
60 C -4.4990 -0.4101 1.9109  O61 1.440, H62 1.080, H63 1.101, H64 1.107
61 O -4.2272 -0.1893 0.5139  C60 1.440, H65 0.963
62 H -5.5301 -0.1518 2.1015  C60 1.080
63 H -3.9662 0.1896 2.6653  C60 1.101
64 H -4.1863 -1.4422 2.1586  C60 1.107
65 H -4.3593 -0.9429 -0.0704  O61 0.963
66 C -2.4226 -0.7941 -3.2569  O67 1.401, H68 1.098, H69 1.157, H70 1.068
67 O -2.1515 0.2869 -2.4071  C66 1.401, H71 0.964
68 H -3.0830 -1.5277 -2.7752  C66 1.098
69 H -1.4540 -1.3506 -3.5569  C66 1.157
70 H -2.9651 -0.4548 -4.1122  C66 1.068
71 H -1.3408 0.6595 -2.7718  O67 0.964
72 C -2.3085 2.6271 0.3947  O73 1.458, H74 1.128, H75 1.019, H76 1.039
73 O -1.4486 3.7882 0.1989  C72 1.458, H77 0.969
74 H -2.1130 1.7815 -0.3252  C72 1.128
75 H -3.2890 2.9016 0.3539  C72 1.019
76 H -2.2706 2.2061 1.3439  C72 1.039
77 H -0.5556 3.4267 0.0965  O73 0.969
78 C -1.9783 -3.8838 0.3603  O79 1.399, H80 1.120, H81 1.106, H82 1.129
79 O -1.7478 -2.9208 -0.6283  C78 1.399, H83 0.940
80 H -1.5019 -3.4630 1.2823  C78 1.120
81 H -1.4777 -4.8648 0.2591  C78 1.106
82 H -3.0829 -4.0706 0.4999  C78 1.129
83 H -1.4888 -2.1011 -0.2486  O79 0.940



Computed, not measured: 14 unconnected molecules or ions with the total composition C13H52BF4O13, with ωB97M-V with the def2-TZVPD basis set.

HOMO energy: -6.8977 eV
ΔE to the lowest compared entry with this formula, charge and spin: 0.0 kcal/mol
multiplicity: 1
gap between HOMO and LUMO: 9.45 eV
lowest unoccupied orbital energy: 2.55 eV
net charge: -1

Each atom is followed by the atoms it is bonded to, with distances in Å.
Atoms and positions in Å:
1 B -0.1462 -0.0461 0.1486  F2 1.371, F3 1.388, F4 1.411, F5 1.345
2 F -1.1329 -0.7737 0.7621  B1 1.371
3 F -0.6210 1.0769 -0.5147  B1 1.388
4 F 0.7964 0.3533 1.1195  B1 1.411
5 F 0.5107 -0.8458 -0.7110  B1 1.345
6 C 3.1520 -1.5182 1.2203  O7 1.422, H8 1.117, H9 1.039, H10 1.097
7 O 2.7348 -0.7382 2.3334  C6 1.422, H11 0.986
8 H 3.0139 -0.9941 0.2437  C6 1.117
9 H 2.5743 -2.3810 1.2011  C6 1.039
10 H 4.2100 -1.7568 1.3821  C6 1.097
11 H 1.8428 -0.4594 2.0195  O7 0.986
12 C 3.1254 2.2785 0.4403  O13 1.434, H14 1.091, H15 1.103, H16 1.096
13 O 1.7625 2.7039 0.5792  C12 1.434, H17 0.962
14 H 3.4547 1.6786 1.2906  C12 1.091
15 H 3.6994 3.2067 0.2834  C12 1.103
16 H 3.2263 1.6058 -0.4189  C12 1.096
17 H 1.1508 1.9921 0.7919  O13 0.962
18 C -0.5215 -4.3512 -0.0099  O19 1.413, H20 1.085, H21 1.084, H22 1.125
19 O 0.3118 -3.2951 0.4213  C18 1.413, H23 0.980
20 H 0.0651 -5.2316 -0.2502  C18 1.085
21 H -1.0899 -4.0922 -0.8963  C18 1.084
22 H -1.1627 -4.6247 0.8725  C18 1.125
23 H -0.2973 -2.5799 0.7012  O19 0.980
24 C -0.0190 4.6442 -1.1252  O25 1.416, H26 1.083, H27 1.094, H28 1.115
25 O -1.0777 3.7290 -1.3399  C24 1.416, H29 0.968
26 H 0.1595 4.7491 -0.0617  C24 1.083
27 H -0.2196 5.6391 -1.5346  C24 1.094
28 H 0.8990 4.1456 -1.5147  C24 1.115
29 H -0.8279 2.7969 -1.2653  O25 0.968
30 C -1.8959 -1.3075 -2.4994  O31 1.402, H32 1.049, H33 1.050, H34 1.087
31 O -1.6255 -1.2868 -3.8752  C30 1.402, H35 0.934
32 H -1.3557 -2.0983 -2.0717  C30 1.049
33 H -2.9247 -1.4820 -2.3814  C30 1.050
34 H -1.6402 -0.3246 -2.1108  C30 1.087
35 H -1.8405 -0.4296 -4.1766  O31 0.934
36 C 1.8118 1.8225 4.0302  O37 1.372, H38 1.068, H39 1.045, H40 1.051
37 O 1.9265 2.8899 4.8841  C36 1.372, H41 0.937
38 H 1.1319 2.0138 3.2286  C36 1.068
39 H 1.3965 1.0738 4.6286  C36 1.045
40 H 2.7247 1.4501 3.6651  C36 1.051
41 H 1.1257 2.8444 5.3686  O37 0.937
42 C -0.4439 -0.6932 3.6853  O43 1.428, H44 1.144, H45 1.098, H46 1.096
43 O -0.6714 -0.3156 5.0432  C42 1.428, H47 0.968
44 H -0.7642 0.1613 2.9951  C42 1.144
45 H -0.8825 -1.6266 3.3086  C42 1.098
46 H 0.6213 -0.9440 3.6169  C42 1.096
47 H -0.6248 -1.1184 5.5819  O43 0.968
48 C -3.9092 1.0107 -0.7452  O49 1.397, H50 1.051, H51 1.081, H52 1.079
49 O -4.9197 0.7787 0.1907  C48 1.397, H53 0.983
50 H -3.6606 2.0199 -0.5889  C48 1.051
51 H -4.3395 0.8650 -1.7257  C48 1.081
52 H -3.0388 0.3810 -0.6403  C48 1.079
53 H -5.2997 1.6640 0.3844  O49 0.983
54 C 3.2915 -0.6778 -2.7772  O55 1.373, H56 1.099, H57 1.101, H58 1.074
55 O 4.0252 -1.5917 -2.0613  C54 1.373, H59 0.940
56 H 2.2892 -0.5402 -2.3480  C54 1.099
57 H 3.2712 -1.0390 -3.8171  C54 1.101
58 H 3.7561 0.2901 -2.7976  C54 1.074
59 H 3.5076 -2.3691 -1.9570  O55 0.940
60 C -3.6062 -2.6563 0.4523  O61 1.410, H62 1.079, H63 1.065, H64 1.069
61 O -2.7125 -2.5799 1.5399  C60 1.410, H65 0.947
62 H -4.0873 -1.7129 0.2465  C60 1.079
63 H -4.3923 -3.3655 0.5711  C60 1.065
64 H -3.0568 -2.9338 -0.4211  C60 1.069
65 H -2.1944 -1.7969 1.4170  O61 0.947
66 C -1.6852 2.7970 1.8451  O67 1.374, H68 1.097, H69 1.103, H70 1.096
67 O -2.2145 3.8751 1.1783  C66 1.374, H71 0.967
68 H -2.2561 1.9165 1.5262  C66 1.097
69 H -1.8007 2.9271 2.9342  C66 1.103
70 H -0.6278 2.6802 1.5839  C66 1.096
71 H -2.2682 3.6868 0.2315  O67 0.967
72 C 0.2129 1.4518 -3.3692  O73 1.387, H74 1.128, H75 1.082, H76 1.057
73 O 1.2593 1.7919 -2.5239  C72 1.387, H77 0.948
74 H -0.6667 2.0794 -3.0457  C72 1.128
75 H -0.0885 0.4328 -3.1654  C72 1.082
76 H 0.4201 1.5441 -4.4020  C72 1.057
77 H 1.0317 1.3287 -1.7293  O73 0.948
78 C 1.3107 -3.2380 -2.9020  O79 1.418, H80 1.066, H81 1.106, H82 1.031
79 O 2.0944 -3.5458 -1.7606  C78 1.418, H83 0.949
80 H 0.8182 -2.3056 -2.7448  C78 1.066
81 H 0.4845 -3.9728 -2.9029  C78 1.106
82 H 1.8252 -3.3522 -3.7886  C78 1.031
83 H 1.5841 -3.3841 -0.9770  O79 0.949